(1)
Entry from OMol25: a single C4H8O2S molecule in a non-equilibrium geometry (the ωB97M-V functional and the def2-TZVPD basis).

Computed properties:
DFT total energy ... -19203.734 eV
LUMO ... 0.48 eV
Energy above the lowest of the compared OMol25 structures with the same formula, charge and spin ... 107.56 kcal per mole
Orbital gap ... 9.12 eV
SMILES ... CC1(C)COOS1
Spin multiplicity ... 1

Positions of all 15 atoms, in Å:
C 0.5436 1.3397 -0.0176
C -0.4644 0.2035 0.3286
C 0.1032 -1.1466 0.8089
C -1.5514 -0.1028 -0.6739
O -2.7241 -0.4535 0.0286
O -2.9261 0.6122 1.0042
S -1.4625 0.7744 1.8788
H 1.5634 1.1765 0.4718
H 0.1847 2.4563 0.1766
H 0.7156 1.3452 -1.1251
H 0.7952 -0.9538 1.5737
H 0.6753 -1.7372 -0.0602
H -0.6835 -1.7555 1.1890
H -1.8163 0.7570 -1.4270
H -1.2879 -0.9996 -1.2195

Per-atom Löwdin charges, elementary charge units:
1. C -0.109
2. C -0.685
3. C -0.126
4. C -0.231
5. O -0.155
6. O -0.461
7. S 0.955
8. H 0.092
9. H 0.111
10. H 0.074
11. H 0.047
12. H 0.136
13. H 0.059
14. H 0.164
15. H 0.129

---

(2)
Entry from OMol25: 2 unconnected molecules or ions with the total composition C4H10PS2 in a non-equilibrium geometry (the ωB97M-V functional and the def2-TZVPD basis).

Computed properties:
DFT total energy ... -35259.548 eV
LUMO ... -5.50 eV
Energy above the lowest of the compared OMol25 structures with the same formula, charge and spin ... 53.25 kcal per mole
Orbital gap ... 7.31 eV
Spin multiplicity ... 1
Total charge ... +1

Positions of all 17 atoms, in Å:
C -0.0190 -0.1457 1.6488
C 2.0476 -0.2471 -0.4955
C -0.5787 -1.3436 -0.8512
C -0.2155 1.6840 -0.5409
P 0.3048 0.0126 -0.1018
S 0.7495 -0.1520 3.0375
S -2.5165 0.0215 1.3348
H 1.9224 -0.7656 -1.4784
H 2.3595 -0.9672 0.2193
H 2.5491 0.8080 -0.4680
H -0.2305 -2.3614 -0.3653
H -0.3954 -1.1157 -1.8566
H -1.7514 -1.1040 -0.6713
H -0.3812 2.4045 0.2862
H -1.2332 1.7358 -0.9570
H 0.5755 2.0091 -1.1354
H -3.1872 -0.4735 2.3948

Per-atom Löwdin charges, elementary charge units:
1. C -0.900
2. C -0.157
3. C -0.228
4. C -0.165
5. P 0.690
6. S 0.837
7. S 0.482
8. H 0.080
9. H 0.042
10. H 0.119
11. H 0.136
12. H 0.028
13. H 0.044
14. H 0.093
15. H 0.077
16. H 0.031
17. H -0.211

---

(3)
Entry from OMol25: a molecular structure, C5H15N3O in a non-equilibrium geometry (the ωB97M-V functional and the def2-TZVPD basis).

Computed properties:
DFT total energy ... -11942.312 eV
LUMO ... 0.90 eV
Energy above the lowest of the compared OMol25 structures with the same formula, charge and spin ... 102.32 kcal per mole
Orbital gap ... 8.35 eV
Spin multiplicity ... 1

Positions of all 24 atoms, in Å:
C 0.9040 -1.1805 0.5349
C 1.0574 -1.0657 -1.4746
C 2.0004 -0.5964 1.4298
C -0.4619 -1.2294 1.2213
O 0.5654 -0.0834 -2.1620
H 0.5878 1.1908 -1.3671
H 1.1894 -2.2223 0.3727
H 2.1546 -1.1496 -1.4328
H 0.5610 -2.0339 -1.6302
H 2.9350 -0.4759 0.8760
H 2.2017 -1.2397 2.2941
H 1.7179 0.3787 1.8415
H -0.4202 -1.8078 2.1525
H -0.8211 -0.2351 1.4983
H -1.2114 -1.6857 0.5707
N 0.3563 1.5515 -0.2960
N -3.1540 1.7120 -0.8223
C -1.8443 1.3699 -0.8358
N -1.0025 1.9734 -0.0798
H 0.5714 0.5370 0.1028
H 0.9611 2.2304 0.1530
H -3.4879 2.3129 -0.0855
H -3.8221 1.1284 -1.2915
H -1.5381 0.6203 -1.5699

Per-atom Löwdin charges, elementary charge units:
1. C -0.393
2. C -0.283
3. C -0.135
4. C -0.128
5. O -0.262
6. H 0.126
7. H 0.090
8. H 0.082
9. H 0.083
10. H 0.069
11. H 0.073
12. H 0.060
13. H 0.072
14. H 0.053
15. H 0.071
16. N 0.050
17. N 0.101
18. C -0.276
19. N 0.009
20. H 0.082
21. H 0.136
22. H 0.099
23. H 0.093
24. H 0.129

---

(4)
Entry from OMol25: a single C3H6 molecule in a non-equilibrium geometry (the ωB97M-V functional and the def2-TZVPD basis).

Computed properties:
DFT total energy ... -3205.807 eV
LUMO ... 1.13 eV
Energy above the lowest of the compared OMol25 structures with the same formula, charge and spin ... 38.10 kcal per mole
Orbital gap ... 10.87 eV
SMILES ... C=CC
Spin multiplicity ... 1

Positions of all 9 atoms, in Å:
C 1.4616 0.7317 -0.0797
C 0.2388 0.2352 0.2600
C -1.0457 -0.8328 -0.0968
H 1.7457 1.8354 0.1757
H 2.1666 0.2416 -0.6388
H -0.3315 0.9837 0.8643
H -1.0892 -1.9942 0.1667
H -1.8279 -0.3848 0.4612
H -1.3184 -0.8158 -1.1126

Per-atom Löwdin charges, elementary charge units:
1. C -0.046
2. C -0.154
3. C -0.073
4. H 0.087
5. H -0.004
6. H 0.062
7. H 0.096
8. H 0.015
9. H 0.017

---

The highest orbital gap belongs to which entry? C3H6

---

Repeat the second record exactly.
Entry from OMol25: 2 unconnected molecules or ions with the total composition C4H10PS2 in a non-equilibrium geometry (the ωB97M-V functional and the def2-TZVPD basis).

Computed properties:
DFT total energy ... -35259.548 eV
LUMO ... -5.50 eV
Energy above the lowest of the compared OMol25 structures with the same formula, charge and spin ... 53.25 kcal per mole
Orbital gap ... 7.31 eV
Spin multiplicity ... 1
Total charge ... +1

Positions of all 17 atoms, in Å:
C -0.0190 -0.1457 1.6488
C 2.0476 -0.2471 -0.4955
C -0.5787 -1.3436 -0.8512
C -0.2155 1.6840 -0.5409
P 0.3048 0.0126 -0.1018
S 0.7495 -0.1520 3.0375
S -2.5165 0.0215 1.3348
H 1.9224 -0.7656 -1.4784
H 2.3595 -0.9672 0.2193
H 2.5491 0.8080 -0.4680
H -0.2305 -2.3614 -0.3653
H -0.3954 -1.1157 -1.8566
H -1.7514 -1.1040 -0.6713
H -0.3812 2.4045 0.2862
H -1.2332 1.7358 -0.9570
H 0.5755 2.0091 -1.1354
H -3.1872 -0.4735 2.3948

Per-atom Löwdin charges, elementary charge units:
1. C -0.900
2. C -0.157
3. C -0.228
4. C -0.165
5. P 0.690
6. S 0.837
7. S 0.482
8. H 0.080
9. H 0.042
10. H 0.119
11. H 0.136
12. H 0.028
13. H 0.044
14. H 0.093
15. H 0.077
16. H 0.031
17. H -0.211

---

Among the records above, which one has the lowest DFT total energy? C4H10PS2

---

Please write out number 4 again, unchanged.
Entry from OMol25: a single C3H6 molecule in a non-equilibrium geometry (the ωB97M-V functional and the def2-TZVPD basis).

Computed properties:
DFT total energy ... -3205.807 eV
LUMO ... 1.13 eV
Energy above the lowest of the compared OMol25 structures with the same formula, charge and spin ... 38.10 kcal per mole
Orbital gap ... 10.87 eV
SMILES ... C=CC
Spin multiplicity ... 1

Positions of all 9 atoms, in Å:
C 1.4616 0.7317 -0.0797
C 0.2388 0.2352 0.2600
C -1.0457 -0.8328 -0.0968
H 1.7457 1.8354 0.1757
H 2.1666 0.2416 -0.6388
H -0.3315 0.9837 0.8643
H -1.0892 -1.9942 0.1667
H -1.8279 -0.3848 0.4612
H -1.3184 -0.8158 -1.1126

Per-atom Löwdin charges, elementary charge units:
1. C -0.046
2. C -0.154
3. C -0.073
4. H 0.087
5. H -0.004
6. H 0.062
7. H 0.096
8. H 0.015
9. H 0.017